ORCA calculation (ωB97M-V/def2-TZVPD) on C24H33N2O5P2RhS as an isolated structure at a distorted geometry.

Summary:
- HOMO level (alpha / beta) (eV) = -3.7 / -7.6
- multiplicity = 5
- charge = 0
- HOMO-LUMO gap (alpha / beta) (hartree) = 0.1178 / 0.1792
- total energy (a.u.) = -2611.18848

```
68
Properties=species:S:1:pos:R:3:forces:R:3
C 1.508419 -3.718586 -1.611231 -0.5178 0.4127 0.3833
C 1.119646 -2.663461 -0.714363 -0.4389 -0.8024 -1.1868
N 0.146816 -1.773739 -1.104639 0.0401 -1.3743 -1.3179
C -0.459355 -1.907725 -2.289922 -0.3650 -0.1584 0.7370
C -0.272868 -3.042214 -3.077115 -0.0246 -0.3395 -0.4696
C 0.730313 -3.950398 -2.741721 0.2681 0.2660 0.1428
C 1.650439 -2.580701 0.576832 1.6929 1.1685 -0.6132
P 1.140366 -1.219690 1.623913 -1.3082 -0.7104 1.3964
Rh -0.615580 -0.210222 0.277944 -0.4523 0.6945 0.6296
P -1.245079 0.694925 -1.811536 -0.9351 -0.2160 -0.1825
C -1.516910 -0.895932 -2.689890 -0.0832 0.5850 -0.0125
C -0.185663 1.723151 1.280134 0.3741 0.0477 -0.4693
C -0.278890 1.688443 2.649624 -0.1274 0.7012 0.8777
C -0.234684 2.883782 3.390219 -0.0770 -0.3942 -0.1412
C -0.047227 4.108078 2.741164 -0.0867 -0.3165 0.0041
C 0.123232 4.117851 1.356783 0.0794 -0.3060 -0.3422
C 0.087441 2.912241 0.621138 -0.1068 0.6192 0.8204
O 5.104167 -1.492785 -0.795798 -2.4720 0.6694 -0.6370
O 3.668514 2.116113 -0.741852 -0.4323 -2.0851 0.5691
H 2.355217 -4.342810 -1.325882 -0.3264 0.0268 -0.1613
H -0.957002 -3.197764 -3.927378 0.6074 0.0296 0.4310
H 0.912791 -4.817116 -3.369882 0.0104 0.1164 0.1009
C 0.495534 -2.254876 2.961869 0.2846 -0.2379 0.4450
C 2.490446 -0.267888 2.430636 0.7185 -0.1624 -0.1793
H -1.530506 -0.704417 -3.771092 0.0608 -0.3392 0.1433
H -2.509617 -1.258465 -2.381840 0.2962 -0.1056 0.0131
H 4.234030 -1.508422 -0.316234 1.3103 -0.2740 -0.0509
H 2.585200 -3.110816 0.739835 -0.2486 -0.3836 0.2735
C -2.774288 1.610595 -1.672816 -0.4293 0.3673 -0.4817
C -0.163371 1.610387 -2.962038 -0.1143 0.1491 -0.1554
H -0.435047 0.732588 3.156444 -0.1060 0.2939 0.0546
H -0.387015 2.839015 4.469823 0.1161 0.1055 -0.2407
H -0.042731 5.037415 3.318535 0.0205 -0.3284 -0.2795
H 0.272072 5.063334 0.836708 0.0393 -0.1555 0.0897
H 0.266214 2.914820 -0.451343 -0.0984 0.2082 0.0508
H 0.809120 0.057351 -0.160904 3.6787 -0.0333 0.5468
H 3.424694 2.490421 0.098104 -0.1581 1.3141 0.5218
H 3.511645 1.183938 -0.436102 0.5125 0.7856 -1.1000
H 4.735614 -1.141963 -1.648345 1.0769 -0.4175 0.6890
H 0.493887 0.502136 -0.730777 -0.4002 1.3215 -0.9085
H 1.335932 -2.637343 3.547299 -0.0871 0.0003 0.1503
H -0.218863 -1.736420 3.599572 0.0580 0.0432 -0.0239
H -0.010872 -3.093037 2.483489 -0.1437 0.1293 0.1431
H 3.239512 -0.930139 2.887260 -0.2064 -0.0058 -0.1636
H 3.024242 0.407962 1.749745 -0.2360 -0.1803 0.0033
H 2.091940 0.365033 3.234743 -0.2726 -0.2675 -0.3389
H -0.706802 1.693881 -3.921977 0.3853 0.0942 0.3152
H 0.063280 2.611376 -2.564077 -0.1105 -0.3492 -0.2304
H 0.784334 1.070544 -3.109531 -0.3074 0.1547 -0.0029
H -2.957050 2.183840 -2.591421 -0.1509 -0.1062 0.1853
H -3.595984 0.903442 -1.494164 0.1840 0.2157 0.0693
H -2.702965 2.284934 -0.807985 -0.0288 -0.2563 -0.1490
O -3.041248 1.284602 1.483068 0.3648 0.2260 -0.1449
C -3.257826 0.070764 1.351973 -3.9237 -0.8959 0.6400
N -2.338940 -0.841122 0.903375 3.7190 -1.5176 -1.0321
S -2.728933 -2.475325 0.737113 -3.3328 2.4502 0.6534
O -2.685350 -2.900022 -0.657198 0.8433 -0.0263 0.4068
O -2.067820 -3.300110 1.710598 0.8997 -0.4106 -0.2266
C -4.348712 -2.033499 1.199737 0.2162 -2.2910 -0.4653
C -5.430688 -2.887246 1.128599 -0.5856 0.1583 0.1192
C -6.688876 -2.347700 1.389961 0.0675 -1.3872 -0.3193
C -6.841542 -0.988761 1.707449 0.5156 1.4768 0.3290
C -5.740087 -0.143691 1.778650 -1.5190 -0.5720 0.2944
C -4.493140 -0.692091 1.532864 2.2181 2.4735 -0.2022
H -5.260794 -3.930587 0.865745 -0.3232 0.1524 0.0395
H -7.563389 -2.992197 1.330758 0.1331 0.1319 0.0501
H -7.827582 -0.583152 1.905501 -0.0008 -0.0921 -0.0511
H -5.784703 0.913047 2.018810 -0.2543 -0.0911 -0.0392
```
Forces are in eV/Å.


ORCA calculation (ωB97M-V/def2-TZVPD) on a 6-piece molecular cluster, C24H33N3O3 overall at a distorted geometry.

Summary:
- HOMO level (alpha / beta) (eV) = 0.3 / -4.0
- multiplicity = 2
- energy above the lowest of the compared OMol25 structures with the same formula, charge and spin (kJ/mol) = 99.1
- charge = -1
- HOMO-LUMO gap (alpha / beta) (hartree) = 0.0693 / 0.2283
- total energy (a.u.) = -1324.17553

```
63
Properties=species:S:1:pos:R:3:forces:R:3
N -1.360298 -4.595931 -0.974203 -0.4725 -1.4231 0.0372
C -1.194802 -4.134724 -2.237557 0.6290 3.1539 0.4471
C -0.733180 -2.812570 -2.481945 -0.5708 -1.4743 0.5657
C -0.476393 -1.954051 -1.375961 0.0036 -0.1645 1.1394
C -0.598927 -2.508107 -0.042822 -0.2150 -1.1397 -0.3062
C -1.014067 -3.826699 0.113365 0.6895 1.0552 -1.7241
H -1.567215 -4.727431 -3.059994 0.1826 -0.3652 -0.1008
H -0.580049 -2.399998 -3.468213 -0.1445 -0.2575 -0.3659
H -0.249102 -0.903030 -1.476476 0.0890 0.0002 -0.2826
H -0.319381 -1.940923 0.832708 -0.0413 0.1064 0.0934
H -0.998876 -4.397839 1.029859 -0.1637 0.4276 0.3340
N -0.150051 2.380807 -5.958304 0.5976 0.9041 -0.7786
C -0.983088 1.901248 -5.016564 1.4894 0.8524 -0.1813
C -1.013808 2.379362 -3.700383 -0.6099 0.0559 -2.4420
C -0.214951 3.480316 -3.415927 -0.2496 -1.8072 0.7854
C 0.661157 3.955471 -4.382897 0.1706 0.6911 -1.1191
C 0.677334 3.444104 -5.699811 -2.4323 -1.5549 2.8326
H -1.628232 1.087243 -5.312507 0.0092 -0.1256 -0.1401
H -1.829578 1.933200 -3.150974 0.4233 0.2387 0.9982
H -0.271815 3.679612 -2.356004 0.5330 1.2449 0.0131
H 1.283764 4.826658 -4.242217 0.1126 0.0468 0.5551
H 1.289790 3.952201 -6.429960 -0.0470 -0.5748 -0.4585
N 0.571218 -3.141188 3.138183 0.2219 -0.0386 0.4351
C 0.313859 -4.468502 3.214272 -0.0783 1.6609 -0.5286
C -0.719193 -4.995363 3.984361 0.7300 0.6670 0.2117
C -1.376743 -4.088212 4.820490 -0.4719 -0.1570 -0.4514
C -1.168071 -2.727000 4.684678 0.7416 0.6987 0.1921
C -0.155479 -2.269888 3.841746 0.0345 -1.6322 -0.4040
H 0.985892 -4.947269 2.517462 -0.3323 -1.0137 0.1717
H -0.984980 -6.042145 3.984607 0.1879 -0.0621 0.0335
H -2.100186 -4.479239 5.520576 -0.2258 0.1277 0.0421
H -1.659299 -1.941970 5.240396 -0.4527 -0.3537 0.3315
H 0.098253 -1.228368 3.710397 -0.2496 0.1262 0.0735
C -3.746587 4.732763 -0.079279 0.8792 0.2347 0.8619
C -2.567243 5.747232 -0.189700 1.4610 -0.3037 -0.0786
O -1.432732 5.531914 0.272086 -2.9933 0.5147 -1.0606
C -2.902219 7.069586 -0.941574 0.7671 -0.1467 -0.1619
H -3.420842 3.745506 0.248300 0.4293 -0.0095 -0.4306
H -4.418790 4.655851 -0.933878 0.2914 0.2533 -0.0833
H -4.334909 5.032603 0.787941 -0.2805 0.4700 -0.0372
H -2.155748 7.364410 -1.679115 0.4416 -0.8961 -0.2798
H -2.762800 7.963872 -0.334180 -0.7587 -0.2118 0.6981
H -3.835078 7.045369 -1.504851 -0.1916 0.0509 0.5408
C -0.389434 1.534417 -0.012284 0.9608 0.1716 -0.6354
C -0.054246 0.747250 1.261817 -1.1713 0.7104 -0.5664
O -0.947902 0.624258 2.076767 0.9131 -0.3273 0.2351
C 1.377139 0.254958 1.441731 -0.5153 0.5036 -0.5448
H 0.112176 2.501206 0.030213 0.1180 0.2535 0.3631
H -1.432657 1.752237 -0.241050 -0.0944 -0.4569 0.6346
H 0.046873 1.103263 -0.913314 0.0595 -0.3973 0.0593
H 2.079561 0.983565 1.036962 -0.0225 0.5030 0.4348
H 1.570200 -0.551717 0.734560 -0.3620 -0.6331 0.3481
H 1.568856 0.025821 2.489996 0.1459 -0.2123 -0.2989
C 4.569573 -3.411420 2.440703 -0.8847 -0.8546 0.3066
C 4.596714 -2.095289 1.734267 1.3233 0.1640 0.3490
O 5.022683 -1.099810 2.267178 -0.1604 0.5314 0.7965
C 4.362592 -2.108549 0.283773 -0.8839 0.3514 0.1619
H 4.036309 -4.165633 1.862004 -0.0246 0.0237 -0.1232
H 4.031657 -3.331400 3.385336 0.2017 0.1349 0.1035
H 5.569432 -3.808261 2.616487 0.1255 0.3164 0.0647
H 3.362518 -2.513560 0.129167 0.1225 -0.3761 -0.5752
H 5.173930 -2.747326 -0.065224 -0.2719 -0.0120 -0.7394
H 4.387470 -1.072893 -0.055217 0.2873 -0.2636 -0.3521
```
Forces are in eV/Å.


ORCA calculation (ωB97M-V/def2-TZVPD) on the molecule C24H33N3O3.

Summary:
- HOMO level (eV) = -8.4
- SMILES string = C=CCC1(CC=C)CCCN1C(=O)C[C@@H]1C(=O)NCCN1Cc1cccc(OC)c1
- multiplicity = 1
- energy above the lowest of the compared OMol25 structures with the same formula, charge and spin (kJ/mol) = 280.5
- charge = 0
- HOMO-LUMO gap (hartree) = 0.3336
- total energy (a.u.) = -1324.30223

```
63
Properties=species:S:1:pos:R:3:forces:R:3
C 4.429051 2.116725 3.288263 0.1763 0.0773 0.0970
C 3.651886 1.049433 3.282412 -0.1444 -0.1540 -0.1187
C 2.495785 0.862225 2.355586 -0.0487 0.0915 0.0324
C 1.148588 0.744129 3.098822 0.4713 0.4025 0.0110
C 0.844442 2.072472 3.825185 -0.0614 -0.0694 -0.0688
C -0.448430 2.043297 4.575130 0.2731 0.0649 0.0705
C -1.588410 2.491490 4.081997 -0.2159 0.0307 0.0568
C 1.150609 -0.466073 4.046285 -0.1659 -0.0035 -0.0639
C -0.242263 -1.067805 3.916455 -0.0344 0.0510 -0.0594
C -0.577225 -0.823560 2.450391 -0.3244 -0.5407 -0.0267
N 0.077985 0.434200 2.139491 0.1090 0.0028 0.2136
C -0.149590 1.192975 1.057414 -0.6345 -0.0823 -0.0043
O 0.413071 2.265307 0.869252 0.1563 0.3560 -0.0940
C -1.135338 0.668693 0.018361 0.1830 0.0022 0.1527
C -0.400876 -0.016067 -1.166982 -0.2011 -0.0017 0.0981
C 1.009024 -0.429660 -0.743365 0.0154 -0.2850 -0.3301
O 1.207956 -1.385217 -0.009867 -0.1304 -0.2825 0.1946
N 2.030617 0.304453 -1.213051 0.4694 0.1322 -0.0257
C 1.960754 1.423643 -2.125911 -0.2490 0.2593 -0.2802
C 0.515026 1.921582 -2.215730 0.2809 0.1807 0.0414
N -0.434179 0.837481 -2.342012 -0.0557 -0.0235 -0.1757
C -0.323393 0.081519 -3.580146 0.0024 0.0232 0.0315
C -1.564176 -0.746323 -3.792473 -0.1353 -0.0129 -0.0742
C -2.810595 -0.143527 -3.711686 0.1371 0.0445 -0.0044
C -3.955453 -0.898668 -3.899993 0.0154 -0.0512 -0.0261
C -3.866233 -2.248769 -4.169779 0.1092 -0.2326 -0.0321
C -2.617633 -2.865515 -4.249678 -0.1930 0.0728 -0.0069
O -2.631489 -4.202381 -4.513762 -0.2644 0.2428 0.0419
C -1.405603 -4.887400 -4.589396 0.2117 -0.1072 -0.0105
C -1.469119 -2.106232 -4.056983 0.0888 -0.2109 -0.0679
H 5.260761 2.216478 3.965340 0.1481 -0.0357 0.1552
H 4.263188 2.938871 2.611454 -0.0940 0.1512 -0.1811
H 3.842281 0.239142 3.974357 0.1198 -0.0695 0.1642
H 2.439255 1.701880 1.663126 0.0324 -0.0739 -0.0096
H 2.630420 -0.058907 1.780276 -0.0443 -0.0200 -0.0376
H 1.673431 2.279672 4.504544 0.0025 0.0214 -0.0240
H 0.808206 2.853994 3.066155 0.0830 0.0034 0.0654
H -0.416835 1.617030 5.570367 -0.1234 -0.0620 0.1352
H -2.511668 2.448374 4.635787 -0.1420 -0.0401 0.1548
H -1.639482 2.926908 3.097603 0.0603 0.1237 -0.2407
H 1.887259 -1.194186 3.704684 0.0888 -0.0138 0.0184
H 1.391339 -0.178915 5.067721 0.0947 0.0103 0.0451
H -0.951364 -0.537828 4.552313 0.0031 -0.0571 -0.0032
H -0.265718 -2.126098 4.169217 -0.0416 -0.0218 0.0009
H -0.170281 -1.615080 1.811262 -0.1264 0.0417 0.0695
H -1.655973 -0.754262 2.301263 0.0701 -0.0218 -0.0115
H -1.676378 1.523472 -0.390009 0.0506 -0.0670 0.0762
H -1.853035 -0.021219 0.450126 -0.0197 -0.0002 -0.0172
H -0.942471 -0.935641 -1.412443 0.1960 0.0830 0.0912
H 2.950699 0.015380 -0.907924 -0.1916 -0.1223 0.0441
H 2.328095 1.110683 -3.113459 -0.0198 0.1017 0.0930
H 2.607716 2.225144 -1.758944 -0.0527 -0.0213 -0.0587
H 0.278835 2.465814 -1.298880 0.0429 0.0334 -0.1312
H 0.405334 2.596682 -3.066755 0.0371 -0.0028 0.0184
H 0.564749 -0.572075 -3.605041 -0.0198 0.0377 -0.0805
H -0.234493 0.806001 -4.396301 0.0967 -0.0508 0.0338
H -2.871242 0.910489 -3.492636 -0.0214 0.1333 0.0473
H -4.926651 -0.430907 -3.837491 -0.0932 0.0342 -0.0014
H -4.746819 -2.852608 -4.320569 -0.1119 -0.0755 -0.0113
H -0.853975 -4.832075 -3.645219 -0.0116 0.0103 -0.0423
H -0.778433 -4.502606 -5.400490 -0.0165 -0.0064 0.0452
H -1.660677 -5.925763 -4.795488 0.0706 0.0630 0.0135
H -0.490861 -2.560272 -4.108179 0.0921 -0.0631 0.0072
```
Forces are in eV/Å.